{"formula": "C74H59Cl4FN10O3Pb", "method": "ωB97M-V with the def2-TZVPD basis set", "e_homo_ev": [-5.314, -5.311], "relative_energy_kcal_mol": 0.0, "charge": 0, "lumo_energy_ev": [-1.77, -1.77], "fmax_ev_per_a": 0.782, "molar_mass_g_mol": 1504.36, "energy_ev": -156791.4513, "symbols": ["Pb", "Cl", "C", "C", "C", "C", "C", "C", "C", "C", "C", "C", "C", "C", "C", "C", "C", "C", "Cl", "C", "C", "C", "N", "C", "C", "C", "C", "C", "C", "Cl", "C", "C", "C", "C", "C", "C", "N", "C", "C", "C", "C", "C", "N", "C", "C", "C", "C", "Cl", "C", "C", "C", "C", "N", "H", "H", "H", "H", "H", "H", "H", "H", "H", "H", "H", "H", "H", "H", "H", "H", "H", "H", "H", "H", "H", "H", "H", "H", "F", "C", "C", "C", "C", "O", "C", "C", "N", "C", "C", "C", "C", "C", "C", "N", "C", "C", "N", "C", "C", "C", "O", "O", "H", "H", "H", "H", "H", "H", "H", "H", "H", "H", "H", "H", "H", "H", "H", "H", "H", "H", "C", "C", "C", "C", "C", "C", "C", "C", "N", "H", "H", "H", "H", "H", "H", "H", "H", "H", "C", "C", "C", "C", "N", "N", "C", "H", "H", "H", "H", "H", "H", "H", "H"], "coordinates": [[-0.51662, 0.62492, -1.37599], [-4.98580, 3.56533, -9.48617], [-4.08485, 3.00831, -8.10915], [-3.53962, 3.92868, -7.23092], [-2.84690, 3.47857, -6.11592], [-2.69524, 2.11751, -5.87977], [-3.22814, 1.21031, -6.79101], [-3.92436, 1.64657, -7.90623], [-2.05689, 1.60372, -4.63711], [-2.86624, 1.56683, -3.51127], [-4.20730, 2.07327, -3.41102], [-4.71899, 1.62316, -2.23291], [-3.70792, 0.78514, -1.63453], [-3.90656, -0.18421, -0.61355], [-5.12516, -0.14348, 0.23038], [-4.95460, -0.07419, 1.61528], [-6.04242, -0.05973, 2.47258], [-7.31950, -0.12695, 1.94107], [-8.69172, -0.12829, 3.01175], [-7.51965, -0.20772, 0.57362], [-6.42223, -0.21478, -0.27440], [-3.07378, -1.29242, -0.44059], [-1.77088, -1.43244, -0.79460], [-1.40270, -2.71708, -0.50542], [-0.10708, -3.23851, -0.46077], [0.13338, -4.51052, 0.24623], [-0.57512, -4.85482, 1.40708], [-0.36083, -6.05034, 2.06886], [0.60781, -6.92014, 1.60540], [0.92257, -8.39239, 2.48452], [1.33541, -6.61790, 0.46607], [1.09184, -5.43093, -0.20207], [1.05379, -2.52594, -0.96935], [2.35008, -2.60184, -0.58027], [3.12929, -1.58860, -1.35942], [2.06571, -1.11765, -2.30702], [0.90689, -1.57452, -2.02167], [2.39778, -0.02321, -3.27156], [1.24839, 0.40042, -4.17148], [1.31607, 0.68546, -5.55041], [0.05840, 1.13661, -5.91141], [-0.73678, 1.10846, -4.74254], [0.02154, 0.64691, -3.69528], [3.57126, -0.43425, -4.16028], [4.46301, 0.52294, -4.63034], [5.50543, 0.16379, -5.46995], [5.65059, -1.16316, -5.83988], [6.96002, -1.61944, -6.88476], [4.76066, -2.12740, -5.39990], [3.72064, -1.75574, -4.56205], [-2.59356, -3.45822, -0.07168], [-3.59251, -2.56704, 0.04115], [-2.58309, 0.85103, -2.36673], [-3.66453, 4.98757, -7.41200], [-2.41792, 4.18865, -5.41855], [-3.10097, 0.14985, -6.61225], [-4.35152, 0.93918, -8.60343], [-4.69838, 2.69828, -4.13933], [-5.69287, 1.82573, -1.82008], [-3.94553, -0.02150, 2.00559], [-5.90819, 0.00308, 3.54419], [-8.52478, -0.27639, 0.18023], [-6.57370, -0.31020, -1.34183], [-1.27662, -4.14671, 1.82249], [-0.92675, -6.29772, 2.95859], [2.08193, -7.31157, 0.10262], [1.64966, -5.21274, -1.10306], [2.76017, -3.22693, 0.19777], [4.00973, -1.98992, -1.86424], [2.17614, 0.57946, -6.19098], [-0.26666, 1.45609, -6.88923], [4.32856, 1.55659, -4.34223], [6.19255, 0.91051, -5.84313], [4.87336, -3.15544, -5.71558], [3.00648, -2.49974, -4.22793], [-2.64552, -4.52481, 0.06627], [-4.61194, -2.74671, 0.34398], [1.89269, -2.95841, 3.46877], [1.13296, -1.92816, 3.91160], [0.54467, -1.12142, 2.96899], [-0.05242, 0.06962, 3.35136], [-0.68857, 0.96355, 2.35506], [-1.29568, 0.54299, 1.37670], [-0.50459, 2.36696, 2.69586], [-0.37378, 2.69759, 3.98765], [-0.30102, 1.76568, 5.01849], [-0.37541, 2.20276, 6.37983], [-1.48382, 1.67344, 7.24620], [-1.51170, 3.09415, 6.76862], [0.03598, 0.47551, 4.69623], [0.48554, -0.44306, 5.65104], [1.00405, -1.67784, 5.28236], [1.42023, -2.59841, 6.29785], [0.53592, -2.73388, 7.44776], [1.41442, -3.03231, 8.67286], [2.64213, -3.72727, 8.17598], [2.25983, -4.72865, 7.13534], [1.88769, -3.92593, 5.88114], [-0.19941, 3.39201, 1.55460], [-0.59763, 4.54974, 1.72331], [0.49176, 2.86976, 0.65901], [0.57614, -1.40244, 1.92065], [-0.31494, 3.73391, 4.29583], [0.58786, 2.38430, 6.84982], [-1.27945, 1.48202, 8.29165], [-2.17904, 0.97917, 6.79297], [-1.31726, 3.88568, 7.47769], [-2.22661, 3.35096, 5.99946], [0.47439, -0.14802, 6.69095], [-0.19870, -3.53557, 7.29225], [-0.02043, -1.81960, 7.61631], [0.90410, -3.67746, 9.38576], [1.72290, -2.11717, 9.17474], [3.18056, -4.13571, 8.93661], [3.20616, -3.02104, 7.69383], [1.42918, -5.31660, 7.52068], [3.09123, -5.39811, 6.92887], [1.13985, -4.47658, 5.30089], [2.76822, -3.81120, 5.25672], [3.44355, 3.52230, -0.85398], [4.05158, 2.15931, -0.70316], [5.21830, 1.94441, -0.07314], [5.76327, 0.61071, 0.13252], [5.00965, -0.46890, -0.07587], [3.58320, -0.32348, -0.53734], [2.71097, -0.14468, 0.73500], [3.41207, 0.97425, -1.32883], [2.83233, 1.13770, -2.45143], [4.10043, 4.20334, -1.39992], [3.25369, 3.94380, 0.13257], [2.48349, 3.45661, -1.34827], [5.78058, 2.78937, 0.30869], [6.78020, 0.51648, 0.49347], [5.36204, -1.47158, 0.13946], [2.91479, -0.94278, 1.44887], [1.65092, -0.14375, 0.48175], [2.91920, 0.81805, 1.19743], [1.04039, 5.06348, -4.91613], [0.23921, 4.61513, -3.74210], [-0.87683, 5.13377, -3.11926], [-1.19372, 4.22341, -2.08899], [-0.33910, 3.21142, -2.09905], [0.52959, 3.47745, -3.08952], [-2.25662, 4.32697, -1.04927], [0.82597, 6.10378, -5.15218], [0.80474, 4.45252, -5.79072], [2.10757, 4.95812, -4.71444], [-1.39321, 6.04878, -3.35976], [1.29727, 2.83864, -3.25601], [-2.87277, 5.20813, -1.21941], [-1.78877, 4.40693, -0.06547], [-2.88815, 3.43664, -1.05027]]}